# C23H34GeHgN4

A molecular structure, C23H34GeHgN4 (ωB97M-V/def2-TZVPD, the Open Molecules 2025 dataset).

ORCA input file:
```
! wB97M-V def2-TZVPD RIJCOSX def2/J DEFGRID3
* xyz 1 2
Hg 0.82 -0.85 0.11
N 0.65 1.29 1.87
C 0.36 0.83 3.23
C -1.02 0.18 3.31
N -1.23 -0.95 2.40
C -0.85 -2.23 3.00
C 0.63 -2.53 2.96
N 1.10 -2.70 1.57
C -2.64 -1.04 1.98
C -3.21 0.19 1.30
N -2.44 0.69 0.17
H 1.59 1.67 1.82
H 0.02 2.05 1.61
H 0.37 1.64 3.97
H 1.15 0.14 3.50
H -1.75 0.95 3.07
H -1.20 -0.10 4.36
H -1.37 -3.02 2.46
H -1.19 -2.29 4.05
H 0.81 -3.43 3.55
H 1.22 -1.73 3.41
H 0.62 -3.49 1.15
H 2.09 -2.91 1.56
H -3.28 -1.28 2.85
H -2.71 -1.88 1.29
H -3.35 1.01 2.01
H -4.21 -0.07 0.95
H -1.50 0.93 0.46
H -2.36 -0.03 -0.54
C 4.29 -1.03 1.65
C 4.23 -1.53 0.36
C 3.86 -0.48 -0.48
C 3.68 0.73 0.34
C 3.94 0.40 1.62
H 4.59 -1.57 2.54
H 4.48 -2.54 0.05
H 3.85 -0.50 -1.56
H 3.42 1.70 -0.06
H 3.94 1.05 2.48
Ge 0.35 0.02 -2.20
C -1.28 -0.74 -2.94
C -1.21 -2.05 -3.42
C -2.30 -2.63 -4.03
C -3.48 -1.91 -4.18
C -3.56 -0.61 -3.71
C -2.46 -0.02 -3.10
C 0.58 1.93 -2.16
C -0.44 2.82 -1.80
C -0.24 4.19 -1.89
C 0.97 4.69 -2.33
C 2.00 3.82 -2.69
C 1.80 2.45 -2.60
H 1.52 -0.60 -2.99
H -0.29 -2.61 -3.33
H -2.24 -3.65 -4.41
H -4.34 -2.37 -4.65
H -4.47 -0.04 -3.83
H -2.54 1.00 -2.75
H -1.39 2.44 -1.43
H -1.04 4.87 -1.63
H 1.13 5.76 -2.39
H 2.94 4.21 -3.03
H 2.60 1.78 -2.89
*
```

Electronic energy in eV: -91046.46736
Frontier orbital gap (spin up / spin down) in Ha: 0.3126 / 0.2356
Relative energy (zero: lowest compared OMol25 entry of this formula, charge and spin) in eV: 0.652
Maximum force in Eh/bohr: 0.01258

# C4H7NO2S

2 unconnected molecules or ions with the total composition C4H7NO2S (ωB97M-V/def2-TZVPD, the Open Molecules 2025 dataset).

ORCA input file:
```
! wB97M-V def2-TZVPD RIJCOSX def2/J DEFGRID3
* xyz 0 1
C -1.32 -1.00 -0.72
C -1.54 -0.81 0.76
C -0.10 -0.57 0.12
C 0.54 0.72 0.05
H -1.68 -0.35 -2.68
H -2.99 -0.10 -1.69
H -1.39 -2.00 -1.03
H -1.62 -1.82 1.14
H -1.93 0.08 1.33
H 1.28 -1.57 1.50
H -0.95 1.36 -0.93
N -1.92 -0.01 -1.61
O 0.88 -1.58 0.19
O -0.05 1.70 -0.49
S 1.91 0.84 0.93
*
```

Electronic energy in eV: -20677.76092
Frontier orbital gap in Ha: 0.3141
Relative energy (zero: lowest compared OMol25 entry of this formula, charge and spin) in eV: 4.975
Maximum force in Eh/bohr: 0.11426

# C7H18N4O

A molecular structure, C7H18N4O (ωB97M-V/def2-TZVPD, the Open Molecules 2025 dataset).

ORCA input file:
```
! wB97M-V def2-TZVPD RIJCOSX def2/J DEFGRID3
* xyz 0 1
C -1.62 -1.46 -1.90
C -0.86 -0.47 -2.66
C -0.30 -0.88 -1.35
C -0.27 1.30 2.55
C 0.66 -1.67 1.28
C 1.09 2.20 -0.64
C -1.02 0.02 2.06
N 2.24 0.02 -0.96
N -0.23 0.01 -0.19
N -0.31 -0.62 0.98
N 1.37 0.77 -0.24
O -2.31 0.34 1.55
H -2.55 -1.05 -1.42
H -1.54 -2.45 -2.37
H -0.26 -0.92 -3.46
H -1.34 0.53 -2.80
H 0.47 -1.51 -1.55
H -0.79 1.93 3.32
H 0.18 1.66 1.66
H 0.63 0.83 3.01
H 0.99 -1.89 0.29
H 1.41 -1.24 1.91
H 0.15 -2.49 1.87
H 1.29 2.86 0.27
H 1.74 2.60 -1.57
H 0.12 2.50 -0.95
H -1.25 -0.70 2.82
H 2.58 -0.82 -0.44
H 1.93 -0.41 -1.86
H -2.20 0.99 0.80
*
```

Electronic energy in eV: -15552.45536
Frontier orbital gap in Ha: 0.3126
Relative energy (zero: lowest compared OMol25 entry of this formula, charge and spin) in eV: 4.363
Maximum force in Eh/bohr: 0.06874

# C4H9NO

2 unconnected molecules or ions with the total composition C4H9NO (ωB97M-V/def2-TZVPD, the Open Molecules 2025 dataset).

ORCA input file:
```
! wB97M-V def2-TZVPD RIJCOSX def2/J DEFGRID3
* xyz 0 1
C -0.22 -1.74 -2.09
N 0.57 -1.48 -1.12
C -0.02 -0.86 0.02
C -0.85 0.18 0.10
C -1.12 1.04 1.30
H 0.07 -2.31 -2.96
H -1.27 -1.49 -1.94
H 0.49 -1.21 0.92
H -1.42 0.51 -0.77
H -1.93 1.74 1.08
H -0.29 1.71 1.55
H -1.40 0.48 2.19
O 2.46 1.52 0.72
H 2.67 1.23 -0.18
H 2.26 0.69 1.17
*
```

SMILES: C=N/C=C/C.O
Electronic energy in eV: -7829.83051
Frontier orbital gap in Ha: 0.3643
Relative energy (zero: lowest compared OMol25 entry of this formula, charge and spin) in eV: 2.489
Maximum force in Eh/bohr: 0.02283

# C8H12N3O

A gas-phase ion, C8H12N3O (charge +1) (ωB97M-V/def2-TZVPD, the Open Molecules 2025 dataset).

ORCA input file:
```
! wB97M-V def2-TZVPD RIJCOSX def2/J DEFGRID3
* xyz 1 1
N -3.61 -0.61 -1.54
C -2.66 0.19 -1.13
C -2.74 1.58 -0.80
C -1.55 2.22 -0.56
N -0.37 1.64 -0.48
C -0.30 0.24 -0.60
N 1.23 -0.13 -0.45
C 1.82 0.49 0.75
C 2.68 -0.67 1.26
C 2.04 -1.90 0.65
O 1.56 -1.41 -0.59
C -1.38 -0.47 -0.97
H -4.62 -0.31 -1.53
H -3.37 -1.48 -1.83
H -3.66 2.21 -0.90
H -1.63 3.30 -0.21
H 0.42 2.21 -0.64
H 1.17 0.89 1.41
H 2.55 1.19 0.27
H 3.69 -0.57 0.91
H 2.80 -0.64 2.40
H 2.53 -2.93 0.36
H 1.10 -2.18 1.10
H -1.46 -1.57 -1.17
*
```

SMILES: [NH2+]=c1cc[nH]c(N2CCCO2)c1
Electronic energy in eV: -14999.04099
Frontier orbital gap in Ha: 0.3089
Relative energy (zero: lowest compared OMol25 entry of this formula, charge and spin) in eV: 2.939
Maximum force in Eh/bohr: 0.12924

# C13H46N12O10

10 unconnected molecules or ions with the total composition C13H46N12O10 (ωB97M-V/def2-TZVPD, the Open Molecules 2025 dataset).

ORCA input file:
```
! wB97M-V def2-TZVPD RIJCOSX def2/J DEFGRID3
* xyz 0 1
N -4.22 -29.11 -5.80
C -3.22 -28.40 -6.28
N -3.58 -27.77 -7.33
O -1.98 -28.46 -5.64
H -3.97 -29.53 -4.92
H -4.78 -29.70 -6.46
H -2.78 -27.10 -7.59
H -4.55 -27.51 -7.58
N -8.36 -27.17 1.06
C -8.91 -27.40 -0.11
N -8.97 -28.68 -0.24
O -9.43 -26.45 -0.98
H -8.38 -26.17 1.33
H -7.92 -27.80 1.67
H -9.10 -28.99 -1.18
H -8.59 -29.41 0.42
N -7.74 -30.13 -6.08
C -9.01 -29.73 -6.26
N -9.39 -28.61 -5.68
O -10.01 -30.55 -6.86
H -7.47 -31.07 -6.35
H -7.08 -29.32 -5.87
H -10.39 -28.43 -5.41
H -8.64 -27.92 -5.43
N -5.95 -28.12 -0.56
C -5.07 -28.75 0.15
N -3.91 -29.05 -0.46
O -5.22 -29.06 1.49
H -6.87 -28.00 -0.03
H -5.93 -27.91 -1.59
H -3.29 -29.65 0.07
H -3.90 -29.08 -1.46
N -6.53 -27.68 -5.61
C -6.80 -27.27 -4.38
N -7.97 -26.61 -4.39
O -6.21 -27.76 -3.23
H -5.63 -28.19 -5.65
H -6.81 -27.20 -6.50
H -8.31 -26.16 -3.53
H -8.32 -26.09 -5.14
N -5.44 -32.50 0.78
C -4.24 -32.56 1.29
N -3.80 -31.46 1.79
O -3.40 -33.71 1.04
H -5.68 -33.30 0.23
H -5.91 -31.64 0.89
H -2.86 -31.39 2.20
H -4.33 -30.57 1.79
C -9.52 -31.84 1.14
C -8.73 -31.28 2.22
O -7.72 -30.42 1.91
H -10.30 -32.45 1.48
H -8.95 -32.59 0.49
H -9.87 -31.04 0.43
H -8.16 -31.95 2.80
H -9.31 -30.83 3.01
H -7.29 -30.21 2.75
C -6.84 -31.26 -1.81
C -7.15 -31.56 -3.29
O -6.30 -30.68 -3.98
H -7.48 -31.74 -1.05
H -7.05 -30.20 -1.68
H -5.84 -31.70 -1.63
H -8.10 -31.16 -3.71
H -7.07 -32.55 -3.78
H -6.79 -30.50 -4.84
C -3.32 -31.86 -2.88
C -2.82 -30.53 -3.36
O -3.88 -29.65 -3.07
H -2.62 -32.70 -2.98
H -4.22 -32.21 -3.46
H -3.64 -31.84 -1.85
H -2.85 -30.58 -4.41
H -1.86 -30.25 -2.98
H -4.71 -30.18 -3.17
C -10.45 -30.01 -2.98
O -9.40 -29.12 -2.95
H -10.23 -30.79 -2.24
H -10.42 -30.39 -4.02
H -11.46 -29.71 -2.74
H -9.33 -28.62 -3.78
*
```

SMILES: NC(N)=O.NC(N)=O.NC(N)=O.NC(N)=O.NC(N)=O.NC(N)=O.CCO.CCO.CCO.CO
Electronic energy in eV: -52578.82499
Frontier orbital gap in Ha: 0.2730
Relative energy (zero: lowest compared OMol25 entry of this formula, charge and spin) in eV: 2.876
Maximum force in Eh/bohr: 0.19077